No. 1
This record from the OMol25 dataset describes an isolated molecule of C5H8N2O. The level of theory is wB97M-V/def2-TZVPD.

Values from the calculation:
energy above the lowest of the compared OMol25 structures with the same formula, charge and spin	357.4	kJ/mol
E_HOMO	-0.3274	Ha
HOMO-LUMO gap	9.55	eV
LUMO level	0.64	eV

Each line ends with the natural charge from an NBO analysis.
Atoms and positions in Å:
O  -2.10  -0.23  0.41  -0.721
C  -1.09  -0.10  -0.59  0.062
C  -0.15  1.21  -0.48  -0.095
N  0.40  1.52  0.81  -0.569
C  1.27  0.89  -0.21  -0.109
C  1.40  -0.66  -0.33  -0.099
N  0.81  -1.45  0.78  -0.560
C  0.00  -1.16  -0.44  -0.112
H  -2.95  0.07  0.10  0.483
H  -1.52  -0.16  -1.57  0.188
H  -0.47  2.08  -1.14  0.187
H  -0.17  0.91  1.33  0.351
H  2.23  1.39  -0.55  0.226
H  2.34  -1.08  -0.73  0.222
H  0.39  -0.91  1.53  0.347
H  -0.12  -2.03  -1.08  0.199


No. 2
This record from the OMol25 dataset describes an isolated molecule of C2HBrF3I. The level of theory is wB97M-V/def2-TZVPD.

Values from the calculation:
energy above the lowest of the compared OMol25 structures with the same formula, charge and spin	251.8	kJ/mol
E_HOMO (alpha / beta)	-0.3282 / -0.3525	Ha
HOMO-LUMO gap (alpha / beta)	6.94 / 7.47	eV
LUMO level (alpha / beta)	-1.99 / -2.12	eV

Each line ends with the natural charge from an NBO analysis.
Atoms and positions in Å:
C  0.06  -0.34  -0.75  -0.446
C  1.09  -0.10  0.34  0.895
F  0.98  1.04  1.08  -0.337
F  2.35  -0.12  -0.10  -0.306
F  0.83  -1.04  1.25  -0.323
Br  -1.75  -0.58  -0.20  0.347
I  -3.76  0.78  0.03  -0.050
H  0.20  0.36  -1.64  0.219


No. 3
This record from the OMol25 dataset describes a cluster of 2 separate species, CH2FOP in total. The level of theory is wB97M-V/def2-TZVPD.

Values from the calculation:
E_HOMO (alpha / beta)	-0.8722 / -0.9052	Ha
HOMO-LUMO gap (alpha / beta)	6.75 / 9.18	eV
LUMO level (alpha / beta)	-16.98 / -15.45	eV
total charge	+2

Each line ends with the natural charge from an NBO analysis.
Atoms and positions in Å:
H  -3.87  1.32  0.21  0.455
P  -4.41  -1.53  2.48  1.857
F  -5.85  -1.60  3.12  -0.453
O  -4.88  -0.81  0.88  -0.386
C  -4.60  0.22  1.52  0.137
H  -5.26  1.10  1.58  0.391


Number 1: F_max 0.0714 Eh/bohr. Number 2: F_max 0.0799 Eh/bohr. Number 3: F_max 0.0698 Eh/bohr.